# 1
DFT (ωB97M-V/def2-TZVPD) results for a 17-piece molecular cluster, C92H142Cl8N14 overall at a distorted geometry.

XYZ file:
```
256
Properties=species:S:1:pos:R:3:forces:R:3:mulliken_charge:R:1
C 15.294 -7.112 5.164 -0.14 0.63 1.27 -0.83
N 14.080 -6.358 4.730 -0.78 1.78 -0.52 0.04
C 13.846 -5.126 5.275 1.20 -1.45 0.70 -0.33
C 12.787 -4.332 4.931 1.08 0.73 1.25 -0.56
C 12.030 -4.762 3.912 -3.42 -0.38 -2.12 0.67
C 12.207 -6.001 3.284 0.85 -0.91 -1.06 -0.48
C 13.275 -6.770 3.706 0.96 0.18 1.27 -0.37
C 10.824 -3.903 3.554 0.99 -0.43 -0.75 0.52
C 10.708 -3.295 2.303 -1.35 0.23 0.44 -0.78
C 9.577 -2.469 2.084 1.51 0.33 0.03 0.26
N 8.833 -2.066 3.119 -1.57 -1.03 1.08 0.16
C 8.862 -2.726 4.329 2.44 -0.92 -2.61 -0.32
C 9.845 -3.722 4.515 -1.72 1.81 0.59 -0.73
C 7.824 -0.936 2.950 1.25 -0.14 -0.58 -0.30
H 15.756 -7.606 4.353 0.47 -0.09 -1.26 0.40
H 15.033 -7.937 5.841 -0.18 0.62 0.20 0.34
H 15.997 -6.370 5.623 -0.65 -0.96 -0.36 0.29
H 14.581 -4.884 6.018 -0.02 0.42 0.35 0.43
H 12.553 -3.371 5.419 0.53 -0.68 -0.18 0.52
H 11.663 -6.405 2.385 0.24 0.85 1.28 0.42
H 13.645 -7.710 3.352 -0.60 -0.48 -0.76 0.50
H 11.439 -3.423 1.511 -0.22 -0.10 0.10 0.52
H 9.360 -1.992 1.120 0.09 0.07 0.20 0.12
H 8.119 -2.443 5.008 -0.80 0.30 1.08 0.56
H 9.824 -4.224 5.472 0.27 -0.19 -0.05 0.51
H 8.352 -0.084 3.404 -0.49 -0.04 -0.40 0.33
H 6.886 -1.112 3.445 -0.24 -0.36 0.37 0.37
H 7.661 -0.822 1.864 0.16 0.25 0.57 -0.42
C 7.859 2.563 -1.679 2.36 0.30 2.17 -0.54
N 7.108 2.928 -0.416 -0.05 0.03 -1.50 0.25
C 5.878 3.491 -0.616 1.26 -0.40 -0.81 -1.15
C 5.193 3.898 0.461 -0.20 -0.48 0.95 0.95
C 5.686 3.695 1.761 0.25 -0.37 -0.61 0.63
C 6.869 2.991 1.948 0.44 0.46 0.57 -0.40
C 7.594 2.626 0.807 -1.36 1.18 -0.31 -0.42
C 4.875 4.269 2.835 -0.20 -1.48 0.66 0.96
C 4.645 3.638 4.060 -0.34 0.99 0.66 -0.90
C 3.827 4.298 4.967 -0.04 -0.95 -0.12 -0.39
N 3.154 5.418 4.648 0.73 0.02 1.64 0.12
C 3.360 6.018 3.478 -0.55 -1.55 0.18 -0.52
C 4.134 5.374 2.550 -0.17 2.22 -0.77 -0.94
C 2.379 6.082 5.736 0.34 1.43 -1.09 -0.91
H 8.759 1.989 -1.297 -1.29 0.31 -0.92 0.26
H 8.243 3.421 -2.242 -0.35 0.43 0.61 0.33
H 7.200 2.055 -2.325 -0.77 -1.09 -0.55 -0.10
H 5.509 3.588 -1.661 0.61 -0.41 0.92 0.42
H 4.184 4.209 0.341 -0.75 0.63 -0.17 -0.75
H 7.268 2.877 2.988 -0.29 -0.21 -1.29 0.46
H 8.556 2.196 0.796 0.78 -0.59 0.21 0.74
H 4.963 2.643 4.325 0.49 -0.09 -0.18 0.47
H 3.652 3.885 5.961 -0.05 0.16 -0.37 0.38
H 2.727 6.836 3.287 -0.33 1.04 -0.42 0.54
H 4.131 5.835 1.572 0.33 -0.03 0.09 0.68
H 2.387 5.466 6.599 -0.10 -0.66 0.60 0.31
H 1.339 6.258 5.389 0.81 0.12 0.28 0.33
H 2.955 7.013 5.994 -0.98 -0.68 -0.30 0.37
C -9.001 -9.556 6.324 0.52 1.12 -0.17 -0.87
N -8.243 -8.389 5.723 0.87 0.76 1.09 -0.02
C -8.205 -8.229 4.398 -0.94 -0.76 0.09 -0.40
C -7.573 -7.180 3.778 -0.16 -0.11 -0.10 -0.70
C -7.056 -6.143 4.545 0.22 0.04 -0.92 0.86
C -7.085 -6.314 5.916 0.55 0.51 1.54 -0.66
C -7.602 -7.454 6.502 -0.94 -0.43 -0.98 -0.19
C -6.525 -4.968 3.776 0.76 0.70 0.65 1.10
C -7.048 -4.705 2.519 -0.26 0.35 0.15 -1.05
C -6.556 -3.682 1.743 -0.16 -1.22 0.49 -0.28
N -5.564 -2.933 2.186 0.68 1.37 -0.53 0.19
C -5.037 -3.113 3.387 -0.16 0.45 0.67 -0.11
C -5.499 -4.099 4.222 -0.82 -1.58 -0.52 -1.17
C -5.132 -1.768 1.295 -0.12 -1.34 0.06 -0.08
H -10.048 -9.316 6.313 -0.43 0.35 0.37 0.37
H -8.597 -9.725 7.307 -0.12 -0.07 0.34 0.31
H -8.899 -10.431 5.725 0.53 -0.53 -0.55 0.39
H -8.840 -8.967 3.931 0.41 -0.05 -0.77 0.46
H -7.511 -7.140 2.697 -0.19 -0.25 0.19 0.56
H -6.698 -5.566 6.629 -0.15 -0.37 -0.65 0.38
H -7.609 -7.583 7.572 -0.04 -0.19 0.07 0.42
H -7.912 -5.226 2.170 -0.26 -0.29 -0.35 0.55
H -6.916 -3.534 0.757 -0.27 0.51 -0.77 0.57
H -4.316 -2.369 3.654 0.77 0.04 0.21 0.61
H -5.013 -4.303 5.147 0.28 0.22 0.62 0.47
H -6.055 -1.209 1.221 0.26 0.82 0.13 0.51
H -5.096 -2.272 0.339 0.51 0.32 -0.49 0.39
H -4.132 -1.306 1.582 -1.32 -0.65 0.13 -0.75
C 4.876 0.159 -0.524 -2.11 -3.36 -0.80 0.40
N 3.374 0.379 -0.624 1.36 1.06 0.54 1.59
C 2.666 -0.060 -1.650 -0.61 -0.65 -0.31 0.58
C 1.274 0.097 -1.677 -0.05 0.80 0.29 -0.11
C 0.636 0.800 -0.607 1.38 -0.93 -0.61 2.23
C 1.451 1.205 0.470 -0.43 -0.53 -1.32 -1.36
C 2.797 1.025 0.421 0.69 -0.33 0.00 -0.90
C -0.823 1.014 -0.459 -0.31 -0.83 -0.05 0.99
C -1.254 2.096 0.350 0.98 -0.73 -0.08 -0.68
C -2.594 2.105 0.706 2.39 0.75 -1.00 -0.82
N -3.428 1.272 0.133 -1.70 -1.41 -0.77 0.56
C -3.091 0.251 -0.696 0.87 0.55 -0.06 -0.80
C -1.732 0.049 -0.977 -1.11 1.35 0.98 -0.43
C -4.863 1.409 0.453 0.63 0.53 0.20 -1.12
H 5.250 -0.562 -1.308 -0.96 0.43 1.08 -0.69
H 4.936 -0.243 0.470 0.88 -0.08 0.38 0.40
H 5.417 0.991 -0.744 1.06 2.72 -0.07 -0.27
H 3.250 -0.634 -2.381 -0.76 0.67 0.31 -0.35
H 0.771 -0.322 -2.564 -0.21 0.23 0.50 -0.68
H 1.003 1.590 1.343 -0.09 0.54 0.80 0.67
H 3.441 1.310 1.257 -0.04 -0.18 -0.26 -0.43
H -0.430 2.793 0.707 -1.66 -0.56 -0.30 0.54
H -3.012 2.864 1.295 -0.50 0.77 0.91 0.59
H -3.975 -0.270 -1.111 0.77 -0.14 0.16 -0.04
H -1.453 -0.821 -1.540 0.42 -0.11 -0.45 0.45
H -5.019 0.953 1.388 0.02 -0.28 1.60 0.47
H -5.458 0.778 -0.179 -0.38 0.36 -1.07 0.04
H -5.089 2.474 0.543 -0.35 -0.29 -0.44 0.45
C 9.769 1.342 -4.623 1.21 -2.13 1.38 -1.06
N 8.521 0.556 -4.738 0.69 -0.37 0.56 0.14
C 7.730 0.766 -5.810 1.63 -0.15 1.53 -0.64
C 6.630 0.011 -5.975 -0.10 0.64 -1.25 -0.90
C 6.274 -0.981 -5.117 0.09 -0.13 1.33 1.12
C 7.087 -1.121 -3.998 0.34 -0.39 0.24 -0.64
C 8.225 -0.370 -3.815 -0.14 -0.03 0.04 0.01
C 4.997 -1.681 -5.289 -0.66 -0.69 -2.16 0.62
C 4.237 -2.069 -4.211 0.38 0.14 0.41 0.40
C 3.082 -2.778 -4.449 -0.57 -1.03 1.25 -0.23
N 2.661 -3.155 -5.656 -0.56 0.75 -0.43 0.17
C 3.279 -2.661 -6.760 0.83 0.24 0.81 -0.54
C 4.460 -1.974 -6.628 -0.03 0.40 1.76 -0.83
C 1.402 -3.910 -5.800 -0.59 -0.81 0.03 -1.00
H 9.473 2.340 -4.427 0.23 1.07 -0.09 0.40
H 10.340 1.147 -5.525 0.00 0.61 -0.18 0.46
H 10.439 0.923 -3.770 -1.50 0.79 -1.29 0.29
H 8.134 1.523 -6.434 -0.34 0.53 -0.81 0.58
H 6.039 0.285 -6.796 -0.91 0.06 -1.05 0.49
H 6.945 -1.816 -3.205 -0.64 -0.67 0.30 0.57
H 8.856 -0.520 -2.909 -0.44 0.42 -0.83 0.32
H 4.479 -1.907 -3.133 0.02 -0.19 -1.10 -0.46
H 2.551 -3.119 -3.547 -0.10 0.00 -0.65 0.26
H 2.824 -2.789 -7.722 -0.22 -0.41 -0.14 0.47
H 4.868 -1.626 -7.562 0.56 0.14 0.14 0.48
H 0.538 -3.244 -5.870 0.30 0.31 -0.37 0.36
H 1.210 -4.407 -4.857 0.24 -0.28 0.09 0.35
H 1.433 -4.673 -6.618 0.28 0.91 0.64 0.36
C -9.696 4.200 0.883 1.21 -2.86 1.24 -1.58
C -10.850 4.915 1.478 -0.94 1.07 -1.49 0.12
C -12.029 3.947 1.688 0.43 0.42 -0.53 -0.92
N -13.152 4.570 2.423 0.17 1.07 0.94 0.09
C -13.538 5.872 1.814 -0.91 0.35 -1.70 -1.02
C -12.805 4.881 3.876 -0.22 -1.65 0.49 -0.58
C -14.189 5.076 4.556 1.26 -0.16 -1.52 -0.80
C -15.153 4.138 3.770 1.61 -0.41 -0.06 -0.61
C -14.363 3.647 2.478 -0.03 1.72 1.08 -0.55
H -9.283 3.506 1.687 0.11 1.06 -0.79 0.29
H -8.918 4.769 0.420 0.44 0.75 0.25 0.39
H -9.923 3.452 0.136 -0.78 0.00 -0.55 0.36
H -11.092 5.764 0.800 -0.36 -0.69 0.25 0.34
H -10.535 5.438 2.369 -0.06 -0.23 0.64 0.26
H -11.699 3.052 2.182 0.22 -0.21 1.06 0.42
H -12.445 3.479 0.792 0.10 0.83 -0.48 0.51
H -12.808 6.663 1.952 0.13 -0.25 0.35 0.36
H -14.515 6.207 2.163 0.21 -0.18 0.40 0.43
H -13.681 5.757 0.723 0.24 -0.22 0.45 0.39
H -12.018 5.631 3.994 -0.65 0.33 -0.34 0.42
H -12.319 3.960 4.209 -0.22 -0.10 0.24 0.41
H -14.417 6.101 4.455 -0.67 1.21 -0.22 0.37
H -14.140 4.919 5.612 0.02 -0.53 0.55 0.49
H -16.076 4.609 3.509 -0.54 0.21 -0.05 0.34
H -15.315 3.324 4.466 -0.47 -0.46 -0.42 0.33
H -14.845 3.829 1.517 -0.36 -0.47 0.25 0.37
H -13.963 2.655 2.573 -0.10 -0.49 -0.02 0.38
C -4.321 2.670 -4.243 -0.35 0.14 0.00 -1.11
C -4.893 1.475 -5.086 1.25 0.39 0.68 -0.46
C -6.217 0.829 -4.702 0.45 0.29 0.25 0.28
N -6.513 -0.402 -5.528 -0.71 -1.62 0.67 0.25
C -7.163 -0.167 -6.911 2.02 0.43 1.17 -0.95
C -7.549 -1.332 -4.726 0.57 1.02 -0.35 -0.41
C -6.953 -2.731 -4.818 -0.58 -0.10 -0.98 -0.46
C -5.848 -2.675 -5.878 0.10 -1.18 -0.01 -0.89
C -5.275 -1.319 -5.634 -0.19 0.79 -0.25 -0.64
H -3.268 2.837 -4.574 -0.79 -0.17 0.32 0.34
H -4.313 2.355 -3.188 0.14 0.24 -0.19 0.06
H -4.833 3.673 -4.302 0.16 -1.22 -0.14 0.36
H -4.020 0.776 -5.094 -1.06 0.12 0.13 0.32
H -5.013 1.789 -6.071 0.17 0.79 -2.01 0.38
H -7.092 1.501 -4.853 0.68 -0.31 0.42 0.34
H -6.066 0.507 -3.663 -0.84 -0.13 -0.18 -0.32
H -7.516 -1.154 -7.229 0.21 0.58 -0.35 0.45
H -6.355 0.310 -7.533 -1.14 -0.65 0.22 0.28
H -7.982 0.514 -6.715 -0.18 0.06 -0.28 0.36
H -8.549 -1.227 -5.146 0.24 0.01 -0.51 0.34
H -7.615 -0.896 -3.732 0.33 -0.41 0.12 0.28
H -7.703 -3.472 -5.076 -0.16 -0.03 0.00 0.36
H -6.522 -3.015 -3.899 0.44 -0.17 1.27 0.25
H -6.247 -2.854 -6.876 -0.04 0.45 -0.16 0.33
H -5.110 -3.494 -5.771 -0.25 0.62 0.28 0.40
H -4.593 -0.902 -6.358 -0.07 -0.05 -0.56 0.44
H -4.716 -1.299 -4.696 -0.47 0.08 0.23 0.37
C -1.249 -3.891 -0.786 -1.04 -1.58 0.23 -0.77
C -0.173 -4.434 0.093 1.62 -0.74 0.97 -0.76
C 0.674 -3.225 0.612 -1.69 -0.93 -0.79 0.40
N 1.397 -3.382 1.872 0.75 -1.33 2.04 1.22
C 2.384 -4.515 1.753 0.93 0.51 0.80 -0.86
C 0.437 -3.704 3.011 -1.24 -0.38 0.92 -0.35
C 0.478 -2.565 4.015 1.32 1.43 -0.49 -1.16
C 1.171 -1.357 3.223 -1.96 -0.97 0.48 -0.06
C 2.059 -2.034 2.227 0.20 -1.93 3.45 0.24
H -0.856 -3.585 -1.735 -0.05 0.66 -0.53 0.16
H -1.794 -3.118 -0.221 -0.07 -0.15 -0.56 0.00
H -1.883 -4.803 -0.951 -0.06 1.15 -0.24 0.42
H 0.455 -5.194 -0.448 -0.30 0.89 0.30 0.36
H -0.657 -5.042 0.874 0.29 0.49 0.20 0.39
H -0.052 -2.472 0.914 -0.06 0.54 -0.74 -0.01
H 1.361 -2.993 -0.210 -0.07 0.57 0.51 -0.55
H 2.871 -4.250 0.817 0.88 -0.52 0.28 0.14
H 1.908 -5.478 1.685 -0.76 -0.12 -0.36 0.41
H 3.034 -4.642 2.685 -0.66 0.87 -1.37 0.37
H 0.737 -4.673 3.495 -0.32 0.89 -0.74 0.40
H -0.608 -3.748 2.645 0.78 -0.24 -0.17 0.09
H 1.118 -2.834 4.856 0.29 0.02 -0.05 0.41
H -0.430 -2.174 4.468 -0.37 -0.61 -0.52 0.46
H 1.691 -0.893 4.008 1.28 1.07 0.50 0.58
H 0.477 -0.610 2.813 -0.12 -0.65 0.02 -0.11
H 2.989 -2.179 2.808 -0.13 -0.54 -0.90 0.14
H 2.242 -1.561 1.356 0.71 1.59 -2.82 -0.57
C -0.562 6.465 -1.417 -0.40 -2.21 1.65 -1.14
C 0.737 6.738 -2.169 -1.22 -0.97 -0.37 -0.19
C 1.238 5.388 -2.566 1.38 0.47 -1.33 -1.26
N 2.434 5.314 -3.528 -0.77 -0.74 -0.16 0.76
C 3.649 5.723 -2.777 0.61 -1.01 -0.08 -0.56
C 2.215 6.029 -4.797 -1.08 0.70 -1.38 -0.76
C 1.216 5.128 -5.656 3.55 0.71 -0.62 -0.78
C 1.727 3.691 -5.292 -1.41 0.62 0.59 -0.71
C 2.638 3.902 -4.096 1.45 -0.60 1.24 -0.49
H -0.432 5.548 -0.704 -0.04 1.60 -1.07 0.10
H -1.478 6.186 -2.032 1.28 0.85 0.44 0.33
H -0.696 7.315 -0.764 -0.80 0.18 0.08 0.43
H 1.446 7.228 -1.555 0.54 0.63 0.76 0.48
H 0.423 7.390 -2.953 0.38 0.43 -0.99 0.29
H 0.474 4.807 -2.966 -1.43 -0.95 -1.17 0.81
H 1.564 4.868 -1.715 0.52 -0.64 1.40 0.03
H 4.228 6.318 -3.439 0.72 0.53 -0.58 0.21
H 4.310 4.827 -2.483 -1.62 1.45 -0.14 -0.01
H 3.290 6.368 -1.998 0.42 -0.08 0.80 0.37
H 3.217 5.996 -5.257 -0.58 0.30 -0.22 0.53
H 1.846 7.082 -4.731 0.54 -0.89 0.41 0.45
H 1.484 5.451 -6.704 -0.67 -0.68 0.90 0.37
H 0.187 5.308 -5.482 -0.90 0.17 0.34 0.35
H 2.122 3.123 -6.134 0.43 0.26 0.24 0.49
H 0.905 3.101 -4.898 -0.37 -0.12 -0.34 0.21
H 3.732 3.834 -4.346 -1.08 -0.07 0.28 0.50
H 2.436 3.251 -3.215 0.34 0.06 -0.86 0.01
Cl -6.350 -0.965 -1.653 0.18 -0.02 0.25 -0.77
Cl 3.561 -2.966 -0.980 0.28 0.06 -0.40 -0.70
Cl 5.184 1.563 -3.596 -0.18 0.31 0.13 -0.64
Cl 4.574 0.589 3.260 0.17 -0.27 -0.07 -0.66
Cl 8.565 -0.272 -0.275 0.10 -0.28 -0.17 -0.70
Cl -0.457 -1.563 -3.974 0.02 -0.12 -0.10 -0.70
Cl 1.999 4.540 0.658 -0.48 -0.07 -0.06 -0.50
Cl -2.126 -1.523 2.581 -0.46 0.16 -0.25 -0.76
```
Forces are in eV/Å.

For the electronic energy, the calculation gives -8036.9206 Eh. The net charge is +6.

# 2
DFT (ωB97M-V/def2-TZVPD) results for the molecule C8H6Cl2N3OP at a distorted geometry.

XYZ file:
```
21
Properties=species:S:1:pos:R:3:forces:R:3:mulliken_charge:R:1
N 4.174 0.762 -0.303 -0.87 -1.35 0.56 -0.54
P 2.954 1.002 0.869 -0.09 2.17 0.51 0.17
O 3.349 -0.057 2.099 -0.37 -0.26 -1.08 -0.46
C 1.305 0.353 0.221 0.36 -0.97 -0.25 0.43
C 1.221 -0.709 -0.755 0.64 -0.23 -0.17 -0.31
N 0.118 -1.241 -1.235 0.46 1.41 1.33 -0.55
C -0.977 -0.644 -0.673 -1.54 -0.68 -0.77 0.34
C -2.279 -1.123 -1.063 -0.38 -0.38 -0.25 0.38
Cl -2.461 -2.440 -2.222 0.41 0.56 0.48 -0.19
C -3.436 -0.606 -0.554 -0.24 0.81 0.65 -0.46
C -3.396 0.481 0.387 0.59 -0.51 -0.32 -0.39
C -2.174 0.965 0.763 0.13 0.24 0.13 0.25
Cl -2.082 2.292 1.902 -0.05 -0.46 -0.37 -0.18
C -0.941 0.420 0.256 -0.27 0.43 0.42 0.00
N 0.235 0.938 0.717 0.35 -0.89 -0.62 -0.44
H 4.155 1.460 -1.036 0.05 -0.02 0.16 0.29
H 4.241 -0.186 -0.667 0.28 0.23 -0.23 0.26
H 2.541 -0.467 2.441 0.23 0.00 0.02 0.33
H 2.169 -1.124 -1.129 -0.45 0.14 0.10 0.23
H -4.419 -0.987 -0.846 0.53 0.01 -0.02 0.41
H -4.297 0.911 0.826 0.23 -0.22 -0.29 0.43
```
Forces are in eV/Å.

For the energy above the lowest of the compared OMol25 structures with the same formula, charge and spin, the calculation gives 0.0 kcal/mol. Its SMILES is NP(O)c1cnc2c(Cl)ccc(Cl)c2n1. For the electronic energy, the calculation gives -1809.7252 Eh.

no.,LUMO (eV)
1,-10.4
2,-1.0